Record 1
This record from the Open Molecules 2025 dataset describes a molecular structure, BrH12O6Zn. The level of theory is ωB97M-V/def2-TZVPD.

Last column: Löwdin charge in e.
Geometry (Å):
Zn (-13.8052, 5.2075, 15.1748)  1.13
Br (-16.1768, 6.3218, 16.3341)  0.43
O (-15.7056, 7.1381, 19.3920)  -0.07
H (-15.8341, 8.0628, 19.6340)  0.05
H (-15.6348, 7.1426, 18.4320)  -0.13
O (-19.0602, 6.6800, 18.0813)  -0.03
H (-18.8798, 6.6410, 19.0284)  0.06
H (-18.2190, 6.4710, 17.6677)  -0.10
O (-15.5060, 9.8101, 16.0693)  -0.06
H (-15.1911, 10.1704, 16.9050)  0.04
H (-15.5811, 8.8645, 16.2217)  -0.09
O (-16.1544, 4.2206, 18.9701)  -0.07
H (-16.1785, 3.2610, 19.0556)  0.05
H (-16.6141, 4.4013, 18.1481)  -0.07
O (-18.6666, 3.9127, 16.1117)  -0.05
H (-18.7781, 4.1838, 15.1943)  0.05
H (-17.9081, 4.4127, 16.4255)  -0.10
O (-18.5957, 8.4751, 14.6706)  -0.05
H (-18.3684, 8.3478, 13.7440)  0.04
H (-18.0909, 7.8062, 15.1414)  -0.07

Calculated values
HOMO energy   -0.5153 hartree
Energy above the lowest of the compared OMol25 structures with the same formula, charge and spin   281.5 kJ/mol
Charge   +1
Orbital gap   3.598 eV

---

Record 2
This record from the Open Molecules 2025 dataset describes a molecular structure, C26H27F3NOSe4TeZn. The level of theory is ωB97M-V/def2-TZVPD.

Last column: Mulliken spin population.
Geometry (Å):
Zn (-0.2634, -3.1388, 3.0549)  0.00
Se (3.2765, -3.1913, 0.9489)  0.64
Se (4.3919, -2.4513, 2.7448)  0.20
Se (2.8694, -2.4661, 4.5695)  0.01
Se (1.5843, -4.3484, 4.2661)  0.01
C (2.9031, 2.3488, -5.5128)  0.00
C (2.4999, 1.7104, -4.2091)  0.00
C (2.7881, 2.3069, -2.9933)  0.00
C (2.4209, 1.7154, -1.7837)  -0.01
C (2.8064, 2.4294, -0.5107)  0.00
C (1.7310, 0.4949, -1.7556)  0.01
Te (1.2610, -0.4344, 0.2998)  0.13
N (0.3294, -1.3888, 2.2175)  0.00
C (-0.0992, -0.7877, 3.2767)  0.01
O (-0.6422, -1.4400, 4.2540)  0.00
C (-0.0665, 0.7048, 3.4440)  0.01
C (1.0869, 1.4514, 3.2276)  0.00
C (1.0659, 2.8345, 3.3466)  0.00
C (-0.1122, 3.4907, 3.6751)  0.00
C (-1.2641, 2.7499, 3.9091)  0.00
C (-1.2348, 1.3680, 3.8089)  0.00
C (-0.7852, -0.5086, -0.2869)  0.05
C (-1.4310, -1.7307, -0.4755)  -0.04
C (-0.7585, -3.0672, -0.3219)  0.01
C (-2.7776, -1.7424, -0.8414)  0.00
C (-3.4989, -0.5775, -1.0218)  0.00
C (-4.9558, -0.6089, -1.3997)  0.00
C (-2.8441, 0.6308, -0.8160)  0.00
C (-1.5075, 0.6846, -0.4415)  -0.01
C (-0.8883, 2.0334, -0.2004)  0.00
C (1.4640, -0.1165, -2.9915)  -0.01
C (0.7742, -1.4507, -3.0612)  0.01
C (1.8418, 0.4887, -4.1865)  0.00
H (3.3504, 3.3294, -5.3450)  0.00
H (2.0445, 2.4803, -6.1756)  0.00
H (3.6339, 1.7355, -6.0467)  0.00
H (3.3131, 3.2586, -2.9802)  0.00
H (3.2443, 3.4044, -0.7340)  0.00
H (3.5367, 1.8520, 0.0595)  0.00
H (1.9476, 2.5694, 0.1463)  0.00
H (2.0058, 0.9388, 2.9755)  0.00
H (1.9728, 3.4013, 3.1722)  0.00
H (-0.1329, 4.5719, 3.7483)  0.00
H (-2.1867, 3.2524, 4.1771)  0.00
H (-2.1163, 0.7724, 4.0074)  0.00
H (0.2282, -2.9872, 0.1302)  -0.02
H (-0.6488, -3.5455, -1.2995)  0.00
H (-1.3686, -3.7243, 0.2983)  0.00
H (-3.2735, -2.7005, -0.9593)  0.00
H (-5.3000, -1.6343, -1.5355)  0.00
H (-5.1364, -0.0637, -2.3288)  0.00
H (-5.5729, -0.1496, -0.6247)  0.00
H (-3.3947, 1.5607, -0.9277)  0.00
H (-1.6574, 2.8078, -0.1975)  0.00
H (-0.1555, 2.2714, -0.9738)  0.00
H (-0.3690, 2.0560, 0.7593)  0.00
H (1.2516, -2.1637, -2.3864)  0.00
H (0.8019, -1.8516, -4.0769)  0.00
H (-0.2673, -1.3716, -2.7505)  0.00
H (1.6162, -0.0088, -5.1261)  0.00
F (-2.5407, -4.7234, 3.9126)  0.00
C (-1.9614, -4.2776, 2.7425)  0.00
F (-1.8393, -5.4400, 1.9959)  0.00
F (-2.9905, -3.6137, 2.1094)  0.00

Calculated values
HOMO energy (spin up / spin down)   -0.0610 / -0.0652 hartree
Charge   -2
Orbital gap (spin up / spin down)   5.796 / 5.569 eV
⟨S²⟩   0.76
2S+1   2

---

Record 3
This record from the Open Molecules 2025 dataset describes a single C3H9N3 molecule. The level of theory is ωB97M-V/def2-TZVPD.

Last column: Löwdin charge in e.
Geometry (Å):
H (-3.4792, -0.5969, -0.0920)  0.01
N (-2.7153, 0.0427, -0.1232)  0.06
C (-1.5972, -0.5573, 0.0506)  -0.30
N (-0.3848, 0.0839, 0.1283)  -0.24
N (-0.3918, 1.4949, 0.0047)  0.04
C (0.8281, -0.7200, 0.0504)  -0.24
C (2.1184, 0.1154, -0.1086)  -0.10
H (-1.4385, -1.6798, 0.1056)  0.14
H (-0.6701, 1.8520, 0.9693)  0.11
H (-1.1740, 1.7403, -0.6484)  0.09
H (0.7238, -1.3944, -0.8301)  0.11
H (0.8569, -1.3593, 0.9497)  0.11
H (2.9447, -0.5938, -0.1547)  0.06
H (2.3316, 0.8494, 0.7259)  0.08
H (2.0475, 0.7231, -1.0274)  0.07

Calculated values
HOMO energy   -0.3138 hartree
Energy above the lowest of the compared OMol25 structures with the same formula, charge and spin   158.7 kJ/mol
SMILES string   [H]/N=C/N(N)CC
Orbital gap   9.458 eV

---

Record 4
This record from the Open Molecules 2025 dataset describes 8 unconnected molecules or ions with the total composition C24H32Cl12O8. The level of theory is ωB97M-V/def2-TZVPD.

Last column: Mulliken spin population.
Geometry (Å):
Cl (3.1801, -4.6002, 2.7607)  0.00
C (4.4295, -4.1523, 1.5948)  0.00
C (4.4206, -2.6907, 1.1587)  0.00
Cl (4.5984, -1.4957, 2.4627)  0.00
H (4.3271, -4.8610, 0.7730)  0.00
H (5.3951, -4.3891, 2.0416)  0.00
H (3.4607, -2.5145, 0.6734)  0.00
H (5.2174, -2.5280, 0.4329)  0.00
Cl (-4.8664, 2.3133, 5.3972)  0.00
C (-4.8133, 1.1607, 3.9216)  0.00
C (-3.3825, 0.5456, 3.7070)  0.00
Cl (-2.3206, 1.9047, 3.2450)  0.00
H (-5.1186, 1.6673, 3.0060)  0.00
H (-5.5855, 0.4355, 4.1784)  0.00
H (-3.1799, -0.1732, 2.9130)  0.00
H (-2.9947, 0.0799, 4.6130)  0.00
Cl (5.9761, 4.0540, 2.4076)  0.00
C (4.8224, 2.6994, 2.2260)  0.00
C (4.0633, 2.9119, 0.9097)  0.00
Cl (3.1157, 4.4633, 0.9915)  0.00
H (4.1089, 2.6879, 3.0500)  0.00
H (5.3922, 1.7704, 2.2454)  0.00
H (3.3617, 2.1329, 0.6115)  0.00
H (4.6266, 2.9170, -0.0234)  0.00
Cl (1.3135, -1.6964, 4.3222)  0.00
C (0.7539, -0.0096, 4.1534)  0.00
C (1.9457, 0.8632, 4.6530)  0.00
Cl (1.3762, 2.5318, 4.4812)  0.00
H (-0.1002, 0.1280, 4.8164)  0.00
H (0.4600, 0.2671, 3.1409)  0.00
H (2.8136, 0.6354, 4.0342)  0.00
H (2.1745, 0.7296, 5.7103)  0.00
Cl (-1.3637, 1.1346, -2.3395)  0.00
C (-1.1375, 2.8564, -2.4273)  0.00
C (-0.0705, 3.2918, -1.4227)  0.00
Cl (-0.8273, 3.1818, 0.2077)  0.00
H (-2.0775, 3.3477, -2.1763)  0.00
H (-0.8543, 3.0822, -3.4554)  0.00
H (0.0733, 4.3718, -1.3901)  0.00
H (0.8440, 2.7241, -1.2507)  0.00
Cl (2.4440, 3.7055, -5.4856)  0.00
C (3.3132, 3.1409, -4.0705)  0.00
C (3.1156, 1.7209, -3.8144)  0.00
Cl (3.9067, 1.1243, -2.3368)  0.00
H (3.0282, 3.7147, -3.1887)  0.00
H (4.3434, 3.3410, -4.3650)  0.00
H (3.5403, 1.1763, -4.6577)  0.00
H (2.0655, 1.4295, -3.7975)  0.00
C (-0.2966, -0.4922, 0.3330)  0.00
C (-1.2044, -1.5319, 0.3718)  0.00
C (-0.9987, -2.7709, -0.4922)  -0.01
O (-1.8259, -3.6333, -0.5430)  0.00
C (0.2758, -2.7653, -1.2387)  0.01
C (1.1855, -1.7939, -1.1806)  0.00
C (0.9444, -0.5131, -0.3994)  0.00
O (1.7271, 0.3863, -0.3137)  0.00
O (2.3715, -1.8578, -1.8165)  0.00
O (-2.4001, -1.4593, 1.0372)  0.00
H (-0.6303, 0.3613, 0.9044)  0.00
H (0.5981, -3.6565, -1.7567)  0.00
H (2.7350, -0.9752, -1.7143)  0.00
H (-2.8564, -2.2792, 0.8342)  0.00
C (-6.0527, -2.5357, -3.4611)  0.04
C (-6.2473, -1.9911, -2.2452)  0.09
C (-5.1580, -1.4016, -1.4433)  0.17
O (-5.2814, -1.0196, -0.2701)  0.21
C (-3.8563, -1.3875, -2.1196)  -0.02
C (-3.6432, -2.0724, -3.2938)  0.20
C (-4.7593, -2.7034, -4.1223)  0.09
O (-4.5357, -3.3619, -5.0695)  0.19
O (-2.4042, -1.9823, -3.8312)  0.01
O (-7.5040, -1.7462, -1.7960)  0.02
H (-6.9114, -2.8166, -4.0527)  0.01
H (-2.9885, -0.8721, -1.7354)  0.00
H (-2.1762, -2.7545, -4.3540)  0.00
H (-7.4216, -1.5062, -0.8701)  0.00

Calculated values
HOMO energy (spin up / spin down)   -0.0892 / -0.1799 hartree
Energy above the lowest of the compared OMol25 structures with the same formula, charge and spin   0.0 kJ/mol
Charge   -1
Orbital gap (spin up / spin down)   3.077 / 5.555 eV
⟨S²⟩   0.77
2S+1   2

---

Record 5
This record from the Open Molecules 2025 dataset describes a single C4H5NO molecule. The level of theory is ωB97M-V/def2-TZVPD.

Last column: Löwdin charge in e.
Geometry (Å):
C (-1.2064, -0.2473, 0.0069)  -0.01
C (0.2230, 0.1542, -0.1877)  -0.51
C (0.4473, 1.5982, -0.3765)  -0.12
N (0.5704, 2.7286, -0.5924)  0.18
C (1.5012, -0.8778, 0.3515)  0.02
O (1.0641, -0.5773, -0.9797)  -0.06
H (-1.7279, -0.0605, -0.9344)  0.10
H (-1.2628, -1.3067, 0.2554)  0.09
H (-1.6873, 0.3372, 0.7989)  0.10
H (1.0940, 0.0432, 0.9781)  0.12
H (0.9842, -1.7919, 0.6799)  0.07

Calculated values
HOMO energy   -0.3408 hartree
Energy above the lowest of the compared OMol25 structures with the same formula, charge and spin   463.2 kJ/mol
SMILES string   C[C@@]1(C#N)CO1
Orbital gap   9.752 eV

---

F_max in Eh/bohr, matching the order above: 0.0583 0.0047 0.0360 0.1452 0.0360